# 1
{"formula": "C3IS2", "method": "wB97M-V/def2-TZVPD", "e_above_lowest_kcal_mol": 36.6, "lumo_energy_ev": 3.03, "total_charge": -1, "homo_lumo_gap_ha": 0.261, "species": ["C", "C", "C", "S", "S", "I"], "positions_angstrom": [[-0.265, -0.591, -0.928], [1.196, 0.167, 0.407], [-0.100, 0.241, 0.135], [-0.598, -1.664, -2.021], [-1.810, 0.604, 0.035], [1.576, 1.244, 2.372]], "forces_ev_per_a": [[-1.839, -0.671, -0.685], [2.127, 0.535, 1.803], [-0.745, -0.468, -1.659], [0.695, -0.047, -0.210], [-0.263, 0.574, 0.796], [0.025, 0.078, -0.045]]}

=====

# 2
{"formula": "C3H15NO4", "method": "wB97M-V/def2-TZVPD", "e_above_lowest_kcal_mol": 207.7, "lumo_energy_ev": -5.63, "homo_lumo_gap_ha": 0.141, "species": ["C", "C", "C", "O", "N", "H", "H", "H", "H", "H", "H", "H", "H", "H", "H", "H", "O", "H", "H", "O", "H", "H", "O"], "positions_angstrom": [[0.995, -0.081, 0.207], [-0.292, 0.739, 0.091], [-1.159, 0.212, -1.064], [-2.600, -2.344, 0.295], [0.692, -1.475, 0.444], [1.643, 0.432, 1.038], [1.569, 0.045, -0.714], [-0.039, 1.823, -0.047], [-0.641, 0.386, -1.995], [-2.105, 0.782, -1.097], [-1.377, -0.871, -0.952], [-0.806, 0.637, 1.065], [-0.010, -1.583, 1.236], [1.518, -1.985, 0.674], [-2.151, -1.961, 1.160], [-1.556, -1.526, 3.087], [-1.299, -1.321, 2.172], [1.627, 2.077, -2.892], [2.012, 2.174, -1.029], [1.314, 1.720, -2.087], [3.135, 3.032, -0.094], [-2.909, -3.268, 0.532], [2.441, 2.356, -0.029]], "forces_ev_per_a": [[-2.816, -0.979, 0.553], [0.986, 0.542, 0.102], [-0.975, -0.350, 0.640], [-0.248, -1.411, 1.234], [1.068, 3.332, 1.467], [0.162, -0.525, -1.033], [1.017, 0.246, -0.727], [-0.098, -1.128, 0.120], [0.422, 0.173, -0.314], [0.338, -0.439, 0.024], [-0.060, 0.821, -0.033], [-0.227, -0.028, -0.254], [-1.439, -0.247, -0.075], [0.875, -0.781, -0.419], [-0.476, -0.548, -1.168], [0.536, 0.116, -0.275], [0.298, -0.043, 0.058], [0.608, 0.443, -1.662], [0.302, -0.101, 0.693], [-0.416, -0.635, 1.910], [-0.289, -0.332, 0.070], [0.565, 1.711, -0.394], [-0.133, 0.165, -0.515]]}

=====

# 3
{"formula": "C16H18ClEuN", "method": "wB97M-V/def2-TZVPD", "s2": 15.76, "e_above_lowest_kcal_mol": 0.0, "lumo_energy_ev": [4.96, 4.95], "total_charge": -2, "spin_multiplicity": 8, "homo_lumo_gap_ha": [0.192, 0.192], "species": ["C", "C", "C", "H", "C", "C", "H", "H", "H", "H", "Eu", "Cl", "C", "C", "C", "H", "C", "C", "H", "H", "H", "H", "C", "C", "C", "C", "C", "C", "N", "H", "H", "H", "H", "H", "H", "H", "H"], "positions_angstrom": [[0.577, 1.724, -3.079], [0.167, 0.418, -3.487], [0.966, -0.542, -2.805], [-0.600, 0.180, -4.232], [1.831, 0.156, -1.915], [1.590, 1.561, -2.062], [2.167, 2.366, -1.582], [0.204, 2.688, -3.471], [0.942, -1.623, -2.939], [2.619, -0.301, -1.320], [-0.880, 1.088, -0.869], [-3.385, 0.628, -1.057], [-1.383, -3.504, 0.582], [0.032, -3.639, 0.486], [0.385, -3.751, -0.887], [0.722, -3.694, 1.324], [-0.810, -3.683, -1.658], [-1.907, -3.474, -0.755], [-2.933, -3.244, -1.037], [-1.958, -3.366, 1.493], [1.391, -3.878, -1.280], [-0.876, -3.699, -2.746], [-0.738, 3.639, 0.575], [-0.286, 2.725, 1.650], [0.048, 3.059, 2.994], [0.454, 1.859, 3.617], [0.353, 0.827, 2.635], [0.726, -0.582, 2.809], [-0.099, 1.369, 1.451], [-1.810, 3.507, 0.306], [-0.122, 3.598, -0.370], [-0.674, 4.676, 0.959], [-0.036, 4.063, 3.420], [0.822, 1.669, 4.614], [1.140, -0.638, 3.834], [-0.136, -1.269, 2.717], [1.496, -0.911, 2.083]], "forces_ev_per_a": [[0.437, 0.030, 0.342], [0.321, 0.077, -0.115], [-0.039, 0.688, 0.337], [0.335, 0.167, 0.355], [-0.378, 0.580, -0.586], [0.118, -0.236, -0.855], [-0.400, -0.444, -0.207], [0.196, -0.665, 0.278], [-0.205, 0.388, 0.207], [-0.370, 0.137, 0.054], [1.215, -1.134, 0.041], [-1.399, 0.063, -0.177], [0.351, 0.290, -1.154], [-0.427, -0.246, -0.347], [-0.720, -0.159, 0.198], [-0.064, 0.056, -0.091], [-0.287, 0.410, 0.897], [1.044, -0.330, 0.247], [0.173, -0.182, 0.065], [0.076, 0.019, -0.087], [-0.085, 0.015, 0.054], [0.015, 0.044, 0.223], [-0.342, 0.845, -0.575], [0.904, -0.977, 2.121], [-0.404, 0.104, -1.247], [-0.134, -1.262, -1.296], [-0.415, 2.795, -0.018], [0.199, -0.792, 0.232], [0.207, 0.311, 0.748], [0.369, -0.043, -0.048], [-0.377, 0.092, 0.725], [0.056, -0.413, -0.339], [0.114, -0.361, -0.084], [-0.049, 0.242, 0.174], [-0.088, -0.401, -0.402], [0.428, 0.202, 0.003], [-0.379, 0.087, 0.331]]}

=====

# 4
{"formula": "C12H17P", "method": "wB97M-V/def2-TZVPD", "s2": 2.05, "lumo_energy_ev": [0.85, -2.26], "spin_multiplicity": 3, "homo_lumo_gap_ha": [0.198, 0.238], "species": ["C", "C", "C", "C", "C", "C", "C", "C", "C", "C", "C", "C", "P", "H", "H", "H", "H", "H", "H", "H", "H", "H", "H", "H", "H", "H", "H", "H", "H", "H"], "positions_angstrom": [[-3.512, -0.575, 0.344], [-2.731, -1.488, -0.393], [-2.967, 0.658, 0.578], [-1.504, -1.210, -0.960], [-1.679, 0.992, 0.151], [-0.922, -0.010, -0.512], [-0.990, 2.331, 0.489], [0.553, 0.395, -0.852], [2.999, 0.224, -0.482], [1.636, -1.832, -0.208], [1.409, -0.090, 1.590], [1.635, -0.375, 0.050], [0.578, 2.329, -0.570], [-4.564, -0.875, 0.657], [-3.129, -2.589, -0.389], [-3.470, 1.462, 1.031], [-1.030, -1.871, -1.573], [-1.760, 3.118, 0.258], [-0.800, 2.298, 1.564], [0.802, 0.172, -1.941], [3.740, 0.272, 0.244], [2.963, 1.304, -0.881], [3.423, -0.473, -1.106], [2.323, -2.309, 0.375], [0.712, -2.316, -0.033], [1.793, -2.116, -1.370], [2.300, -0.424, 2.077], [0.559, -0.744, 1.972], [1.450, 0.963, 1.739], [0.182, 2.777, -1.851]], "forces_ev_per_a": [[-2.684, 2.084, 2.095], [0.372, -5.546, -1.922], [0.359, 0.139, -0.238], [-1.418, 3.035, 2.562], [-1.623, 2.127, 2.023], [4.010, -2.314, -3.207], [-1.648, -1.333, -1.603], [-1.343, -0.246, 0.141], [-1.961, 2.094, 0.782], [-1.241, -0.284, -4.447], [-0.134, -1.965, -1.777], [0.129, 3.019, -0.471], [0.493, -0.784, 0.791], [1.578, 0.700, -0.482], [0.899, 2.114, -0.338], [-1.080, 0.620, 0.777], [1.396, -1.736, -1.390], [1.064, -0.307, 0.325], [0.487, 0.445, -0.086], [-0.290, 0.229, 1.243], [1.192, 0.202, 2.048], [-0.189, -1.905, 0.259], [0.694, -1.232, -2.358], [2.237, -1.370, 1.400], [-1.254, -0.248, 0.609], [0.129, 0.830, 2.499], [0.651, -0.553, 0.498], [0.690, 1.500, -0.304], [-0.910, 0.943, 0.439], [-0.604, -0.259, 0.134]]}

=====

no.,F_max (hartree/bohr)
1,0.0552
2,0.0738
3,0.0550
4,0.1144